A gas-phase ion, C5H12NS (charge -1) at a distorted geometry, computed with ωB97M-V/def2-TZVPD.

* energy: -650.61575 Ha
* structure (SMILES): CCN[C@@H](C)C[S-]
* E_HOMO: -0.07899 Ha
* net charge: -1
* spin multiplicity: 1

CARTESIAN COORDINATES (ANGSTROEM)
C (-0.2804, 0.2586, -2.7533)
C (0.1029, 0.8419, -1.4062)
N (0.0285, -0.2283, -0.3693)
C (0.5183, 0.0286, 1.0007)
C (-0.6886, 0.6226, 1.7366)
C (0.7877, -1.4830, 1.5247)
S (1.6445, -1.5441, 3.2064)
H (0.3172, 0.6368, -3.6385)
H (-0.0466, -0.8395, -2.6664)
H (-1.3925, 0.3280, -3.0502)
H (-0.5850, 1.7447, -1.1067)
H (1.0464, 1.2472, -1.3470)
H (-0.9413, -0.6810, -0.3327)
H (1.3825, 0.6589, 0.9779)
H (-1.7022, 0.0651, 1.4712)
H (-0.8309, 1.6021, 1.3049)
H (-0.7562, 0.6848, 2.8637)
H (-0.0566, -2.1132, 1.8388)
H (1.4522, -1.8301, 0.7453)

2 unconnected molecules or ions with the total composition C5H12NS at a distorted geometry, computed with ωB97M-V/def2-TZVPD.

* energy: -650.33965 Ha
* E_HOMO: -0.45750 Ha
* net charge: +1
* spin multiplicity: 1

CARTESIAN COORDINATES (ANGSTROEM)
C (-0.3130, -0.9503, 1.5954)
C (0.8749, 0.4297, -1.9702)
C (-1.1671, -0.2114, 2.2680)
C (1.1469, 0.7840, -3.3219)
C (-2.6102, -0.4967, 2.2022)
N (1.7926, 0.2345, -1.1130)
S (1.4760, -0.9965, 1.7120)
H (-0.7101, -1.8441, 1.1527)
H (-0.1263, 0.4046, -1.4736)
H (-0.9551, 0.7307, 2.7353)
H (0.4652, 0.2526, -3.9662)
H (2.1854, 0.4942, -3.5324)
H (0.9286, 1.8833, -3.2422)
H (-3.0544, 0.4250, 1.9193)
H (-2.9864, -0.7076, 3.2196)
H (-2.9347, -1.2594, 1.4904)
H (2.7676, 0.6179, -1.4764)
H (1.6664, -0.1338, -0.0952)
H (1.5537, 0.3432, 1.8960)

A gas-phase ion, C5H12NS2 (charge -1) at a distorted geometry, computed with ωB97M-V/def2-TZVPD.

* energy: -1048.83576 Ha
* structure (SMILES): [S-]CCNCCCS
* E_HOMO: -0.09181 Ha
* net charge: -1
* spin multiplicity: 1

CARTESIAN COORDINATES (ANGSTROEM)
S (1.3389, 3.0929, -1.8657)
C (1.6944, 2.7338, -0.0922)
C (1.1538, 1.3520, 0.4223)
N (0.7431, 0.4813, -0.6616)
C (-0.6365, -0.0114, -0.5500)
C (-0.7568, -1.0815, 0.5447)
C (-1.6604, -2.2662, 0.1810)
S (-0.9902, -3.8365, -0.4144)
H (2.7805, 2.7894, -0.0255)
H (1.2514, 3.4977, 0.5526)
H (1.9895, 0.8893, 0.9552)
H (0.3396, 1.4657, 1.1492)
H (0.7401, 1.0252, -1.4851)
H (-1.2683, 0.8728, -0.3389)
H (-0.9514, -0.3005, -1.5587)
H (-0.9662, -0.5235, 1.4475)
H (0.2334, -1.5164, 0.6648)
H (-2.3485, -2.4668, 1.0073)
H (-2.3264, -1.9483, -0.6266)
H (-0.3598, -4.2490, 0.6940)

A gas-phase ion, C5H12NS2 (charge +1) at a distorted geometry, computed with ωB97M-V/def2-TZVPD.

* energy: -1048.49398 Ha
* structure (SMILES): C/C=C(\S)[NH2+]CCS
* E_HOMO: -0.47663 Ha
* net charge: +1
* spin multiplicity: 1

CARTESIAN COORDINATES (ANGSTROEM)
C (-3.2379, -0.8017, 0.1505)
C (-1.8412, -0.5182, 0.4145)
C (-1.0173, 0.5331, 0.2949)
S (-1.2119, 2.1862, -0.3228)
N (0.3844, 0.3578, 0.6383)
C (1.3188, 0.2418, -0.5452)
C (2.5960, -0.5026, -0.0748)
S (4.1338, 0.4476, 0.0624)
H (-3.4885, -1.1938, -0.7527)
H (-3.7911, 0.1711, 0.1403)
H (-3.5437, -1.4533, 0.8531)
H (-1.4627, -1.4947, 0.7320)
H (-2.4842, 2.0745, -0.9163)
H (0.6100, -0.4625, 1.1327)
H (0.9033, 1.0307, 1.1233)
H (1.7241, 1.3123, -0.9364)
H (0.7040, -0.3598, -1.2443)
H (2.5793, -0.7201, 0.9777)
H (2.8208, -1.5843, -0.4715)
H (4.3041, 0.7358, -1.2557)

2 unconnected molecules or ions with the total composition C5H12O at a distorted geometry, computed with ωB97M-V/def2-TZVPD.

* energy: -272.91043 Ha
* structure (SMILES): C=CCCC.O
* E_HOMO: -0.35573 Ha
* spin multiplicity: 1

CARTESIAN COORDINATES (ANGSTROEM)
C (-0.4658, 0.6451, -2.0901)
C (0.1943, -0.3401, -1.5123)
C (1.1316, -0.3018, -0.3456)
C (0.4714, -0.6617, 0.9812)
C (1.5132, -0.7718, 2.0962)
H (-0.3382, 1.6911, -1.8224)
H (-1.1480, 0.4614, -2.9125)
H (-0.0485, -1.3331, -1.8501)
H (1.9930, -0.9395, -0.5654)
H (1.5396, 0.7068, -0.2740)
H (-0.1255, -1.5704, 0.9090)
H (-0.2125, 0.1391, 1.2338)
H (1.2599, -1.4289, 2.9021)
H (2.4959, -1.1123, 1.7383)
H (1.7875, 0.2283, 2.4499)
O (-2.4888, 1.1001, 0.3925)
H (-2.4067, 1.3946, -0.5233)
H (-2.4567, 1.8928, 0.9521)

2 unconnected molecules or ions with the total composition C5H12O at a distorted geometry, computed with ωB97M-V/def2-TZVPD.

* energy: -272.89327 Ha
* structure (SMILES): C=CCCC.O
* E_HOMO: -0.33482 Ha
* spin multiplicity: 1

CARTESIAN COORDINATES (ANGSTROEM)
C (2.2713, -0.1683, -0.5981)
C (1.0783, -0.7133, -0.3396)
C (-0.2271, -0.0123, -0.6114)
C (-1.4044, -0.3752, 0.2970)
C (-2.7047, 0.2798, -0.1711)
H (2.3695, 0.8691, -0.9194)
H (3.2098, -0.6989, -0.4753)
H (1.0377, -1.7661, -0.0587)
H (-0.4943, -0.2720, -1.6442)
H (-0.0806, 1.0784, -0.5968)
H (-1.5304, -1.4661, 0.3087)
H (-1.1854, -0.0764, 1.3321)
H (-2.9465, -0.0149, -1.2004)
H (-3.5502, 0.0007, 0.4668)
H (-2.6237, 1.3732, -0.1551)
O (2.5858, 0.5017, 1.6256)
H (1.7902, 0.0279, 1.2911)
H (2.4046, 1.4328, 1.4489)